C29H79NO21 | ωB97M-V/def2-TZVPD

Computed properties:
- Gap between HOMO and LUMO: 9.58 eV
- Energy relative to the best compared isomer or geometry (same formula, charge and spin): 0.0 kcal per mole
- LUMO energy: 0.4 eV
- HOMO energy: -0.337 hartree
- SMILES: CC1(C)CCCC(C)(C)N1O.OCCO.OCCO.OCCO.OCCO.OCCO.OCCO.OCCO.OCCO.OCCO.OCCO
- Spin multiplicity: 1

Structure (XYZ):
```
130
Properties=species:S:1:pos:R:3:forces:R:3
C -16.352181 6.217362 -16.130713 -0.59 -0.71 0.36
C -17.669355 6.873047 -15.697249 0.68 0.59 0.21
C -17.622847 8.331544 -16.187324 0.50 -0.02 -0.06
C -18.839459 6.121457 -16.298581 -0.91 -0.20 -0.37
C -20.170306 6.448727 -15.642708 -0.45 0.18 0.62
C -20.113333 6.275648 -14.123990 -0.97 0.57 -0.17
C -18.970375 7.076805 -13.483622 -0.33 -1.10 -0.23
C -19.331166 8.553694 -13.444018 0.83 0.43 1.07
C -18.826064 6.498662 -12.079987 -0.39 0.35 0.39
N -17.740985 6.722149 -14.221529 0.27 -0.33 0.10
O -16.577985 7.243647 -13.571707 -0.42 0.30 -0.37
H -16.362480 5.223514 -15.684139 0.24 -0.18 -0.13
H -16.331442 6.099379 -17.213433 0.18 0.19 -0.04
H -15.473678 6.716541 -15.735868 0.04 0.25 -0.25
H -18.478967 8.951851 -15.946704 -0.10 -0.06 0.01
H -16.708313 8.809103 -15.815560 -0.19 0.12 0.13
H -17.478361 8.327829 -17.269683 -0.18 -0.03 -0.01
H -18.920937 6.387151 -17.357186 0.25 -0.14 -0.01
H -18.710003 5.035804 -16.237396 0.32 0.08 0.06
H -20.486473 7.482046 -15.831423 0.31 0.02 -0.13
H -21.008882 5.863625 -16.029670 0.30 -0.23 -0.18
H -20.174641 5.246749 -13.761182 0.66 -0.17 -0.41
H -21.052967 6.688616 -13.728217 0.17 0.14 0.05
H -19.993962 8.743107 -12.595774 -0.28 -0.14 -0.24
H -19.755655 8.966208 -14.349160 -0.08 -0.05 -0.10
H -18.435624 9.124281 -13.157934 -0.07 0.07 -0.34
H -19.813185 6.535519 -11.607679 0.13 0.29 0.16
H -18.099878 7.049656 -11.483507 -0.03 -0.09 0.09
H -18.589723 5.437380 -12.101339 0.31 0.02 -0.18
H -16.494640 8.176238 -13.837284 -0.03 -0.12 0.10
O -11.572253 2.211704 -11.801398 -0.26 0.29 0.23
C -10.239951 2.653375 -11.582836 0.55 -1.17 0.29
C -9.611790 3.245552 -12.804133 0.29 0.43 -1.10
O -10.037902 4.570786 -13.074723 -0.97 0.58 0.10
H -12.150316 2.948001 -12.035034 0.19 0.09 0.00
H -10.087625 3.262831 -10.683442 -0.47 0.37 -0.22
H -9.699281 1.726696 -11.344939 -0.03 0.06 -0.17
H -9.792056 2.622831 -13.690147 -0.25 -0.15 0.21
H -8.521463 3.320039 -12.747049 -0.02 -0.13 0.45
H -10.987803 4.603039 -13.393397 0.88 -0.45 0.29
O -14.338249 2.956255 -15.225954 0.21 0.78 0.22
C -14.964638 2.311689 -16.319704 -0.79 -0.36 0.58
C -16.468696 2.159394 -16.143248 -0.04 -0.54 1.18
O -16.771766 1.420994 -14.940927 0.13 0.41 -0.39
H -14.609867 2.586220 -14.365364 -0.17 -0.40 -0.24
H -14.836395 2.936067 -17.203868 0.55 -0.23 -0.13
H -14.551883 1.301861 -16.376850 0.17 0.08 -0.64
H -16.870948 1.569723 -16.968667 -0.04 0.26 -0.14
H -16.960627 3.123951 -16.032460 -0.02 0.18 -0.47
H -16.880514 2.102462 -14.260202 -0.05 -0.18 -0.08
O -10.932253 1.988815 -16.066953 -0.43 0.35 0.23
C -10.244596 1.852518 -17.268920 0.94 -0.55 -0.94
C -10.793808 0.679664 -18.065681 -1.53 0.55 0.09
O -12.232899 0.861208 -18.195882 0.03 -0.26 0.35
H -11.866906 2.092780 -16.303656 0.07 -0.08 0.23
H -10.250592 2.751265 -17.901381 -0.17 0.17 0.20
H -9.199383 1.629005 -17.037708 0.02 0.19 0.09
H -10.696401 -0.208821 -17.442541 0.16 -0.20 -0.34
H -10.403263 0.568761 -19.077171 0.56 -0.12 0.24
H -12.477905 1.329168 -18.998312 0.35 0.08 -0.06
O -6.588746 3.618143 -16.509469 0.09 -0.36 -0.31
C -6.973543 4.925842 -16.924157 0.26 -0.46 0.40
C -7.415447 4.872091 -18.368858 0.18 0.72 -0.44
O -7.500205 6.190116 -18.955824 -0.17 -0.34 0.36
H -6.177978 3.682861 -15.634130 -0.31 0.14 -0.18
H -7.802781 5.250913 -16.290886 0.13 0.40 -0.07
H -6.104027 5.586829 -16.831316 -0.27 0.26 -0.06
H -8.392199 4.388794 -18.443571 0.01 -0.24 -0.06
H -6.674459 4.351196 -18.976452 -0.13 -0.19 0.11
H -8.006119 6.741157 -18.341802 0.09 -0.05 -0.04
O -11.994464 9.326371 -17.059856 0.01 -0.24 0.09
C -10.770135 9.975851 -16.753186 -0.83 0.25 0.02
C -9.875337 10.187539 -17.954862 0.58 0.23 0.98
O -9.258965 9.004021 -18.388816 0.21 -0.39 -0.39
H -11.825394 8.527861 -17.591688 0.06 0.43 -0.10
H -11.048645 10.965128 -16.367882 -0.03 -0.08 -0.05
H -10.263801 9.462433 -15.923563 0.26 -0.10 -0.27
H -9.130644 10.928013 -17.613032 0.07 -0.05 -0.32
H -10.420877 10.620684 -18.789625 -0.17 -0.06 -0.02
H -8.557477 8.731540 -17.760303 -0.44 0.19 0.09
O -7.368712 8.111165 -16.691292 -0.21 0.19 -0.26
C -6.337260 9.098456 -16.633002 0.24 -0.45 0.08
C -5.264993 8.783854 -17.652992 0.02 -1.07 -0.14
O -5.706907 8.841601 -18.989366 -0.11 0.56 -0.03
H -7.545364 7.698340 -15.826736 0.39 0.10 -0.19
H -6.782594 10.073387 -16.851772 0.13 0.08 0.26
H -5.852766 9.051196 -15.652239 -0.23 0.36 0.07
H -4.906227 7.756637 -17.471441 -0.03 0.11 0.26
H -4.396394 9.429105 -17.521499 -0.15 0.30 -0.18
H -6.480427 8.268077 -19.077158 0.19 -0.16 -0.04
O -9.945233 6.126713 -15.410348 -0.50 0.39 -0.05
C -11.086012 5.882888 -16.242793 0.95 -0.64 1.11
C -12.379669 5.691095 -15.488702 -1.48 -0.50 -0.35
O -12.343194 4.719742 -14.422083 -0.05 0.04 -0.34
H -10.036829 5.534884 -14.646325 0.50 -0.06 0.00
H -11.142697 6.706409 -16.946702 -0.23 -0.09 -0.12
H -10.908651 4.922942 -16.740754 0.00 0.13 -0.43
H -13.046423 5.255878 -16.249805 -0.11 0.29 0.04
H -12.900657 6.567385 -15.100294 0.54 0.40 -0.08
H -13.078645 4.091005 -14.605995 0.53 0.15 -0.04
O -14.897587 1.971744 -12.663776 0.22 0.21 -0.16
C -15.823219 2.640854 -11.797597 0.61 0.66 -0.88
C -16.062849 4.022895 -12.372957 -0.03 0.22 0.06
O -16.969981 4.038644 -13.460994 0.14 0.19 0.25
H -14.390678 1.263926 -12.254366 -0.22 0.05 0.24
H -16.754978 2.073126 -11.787626 0.01 0.01 0.64
H -15.347062 2.893324 -10.845867 -0.30 -0.79 0.29
H -15.087929 4.429194 -12.679232 -0.07 0.02 0.07
H -16.444404 4.652658 -11.558441 0.00 0.00 -0.06
H -17.155314 4.994707 -13.642820 -0.22 -0.54 -0.36
O -6.890541 6.803245 -14.376418 -0.25 -0.48 0.22
C -5.658826 6.414824 -13.772758 -0.70 0.36 0.14
C -5.707723 5.144911 -12.943845 0.25 0.74 -1.25
O -5.906665 4.031022 -13.798742 -0.02 -0.26 0.25
H -7.596905 6.695504 -13.725298 -0.06 -0.04 -0.16
H -4.930800 6.269731 -14.568906 0.03 0.24 -0.07
H -5.401682 7.251951 -13.117302 0.66 -0.20 0.07
H -6.537673 5.221383 -12.240112 0.35 -0.10 0.55
H -4.682606 5.109039 -12.565527 -0.30 -0.20 0.91
H -5.815397 3.244924 -13.249999 -0.07 -0.12 -0.21
O -11.874538 7.522626 -19.272945 -0.08 -0.17 -0.26
C -10.727230 6.850833 -19.849231 -1.02 0.43 0.76
C -11.082065 5.816853 -20.885264 1.61 0.07 -0.50
O -11.368550 4.530207 -20.367673 -0.54 -0.14 0.30
H -12.665279 7.022421 -19.495982 -0.01 0.00 0.07
H -10.109771 7.632333 -20.280494 0.09 -0.03 -0.03
H -10.210889 6.416752 -18.993496 0.37 -0.30 -0.35
H -10.154109 5.757056 -21.472609 -0.25 -0.10 -0.20
H -11.860725 6.150461 -21.574433 -0.22 0.04 0.19
H -10.676335 3.930409 -20.648312 0.04 0.00 0.03
```
Forces are in eV/Å.



C25H27BrF3N7O3PtS | ωB97M-V/def2-TZVPD

Computed properties:
- Gap between HOMO and LUMO (alpha / beta): 6.83 / 5.34 eV
- Net charge: +2
- Energy relative to the best compared isomer or geometry (same formula, charge and spin): 0.0 kcal per mole
- LUMO energy (alpha / beta): -5.0 / -8.6 eV
- HOMO energy (alpha / beta): -0.435 / -0.514 hartree
- Spin multiplicity: 5

Structure (XYZ):
```
68
Properties=species:S:1:pos:R:3:forces:R:3
Pt -1.171307 -0.906150 0.629245 -0.02 0.12 0.05
O 4.355690 -0.617682 3.815182 0.01 0.00 0.01
C 3.243708 -0.805828 3.111028 -0.02 0.02 0.01
C 3.235650 -1.172522 1.763425 0.00 -0.02 0.00
C 2.027270 -1.271002 1.121965 -0.01 -0.02 -0.03
N 0.849012 -1.055555 1.727318 0.01 -0.05 0.05
C 0.878085 -0.739710 3.018487 0.02 0.01 -0.01
Br -0.803320 -0.442826 3.834728 0.00 0.00 0.00
C 2.025291 -0.602197 3.762193 0.01 -0.02 0.00
H 5.147077 -0.709131 3.265542 -0.01 0.01 0.00
H 4.157186 -1.345205 1.224771 0.00 -0.01 0.00
H 1.985852 -1.519913 0.069513 0.00 0.00 0.00
H 1.998653 -0.328510 4.806661 0.00 0.00 0.00
N -3.476872 -0.735291 0.064940 0.00 -0.06 -0.01
C -3.769966 0.420397 -0.803021 -0.01 -0.01 0.00
C -3.075324 0.304255 -2.162637 -0.01 0.01 0.02
C -3.591695 1.305680 -3.201204 0.00 0.00 0.00
C -3.163752 2.763558 -3.050997 0.01 0.00 0.00
N -1.719522 2.941910 -3.277878 0.00 0.00 0.00
C -0.954006 3.875812 -2.705187 -0.02 -0.02 0.00
N 0.125511 4.318321 -3.357787 0.01 0.01 0.00
N -1.240295 4.353930 -1.502054 0.00 -0.01 0.01
C -3.405933 1.726471 -0.110065 0.01 0.01 -0.05
O -4.236797 2.550166 0.142674 -0.01 0.00 0.00
O -2.105600 2.055998 0.056335 0.02 -0.01 0.06
H -3.787009 -1.587727 -0.393674 -0.01 0.00 0.00
H -4.011128 -0.661337 0.927238 0.00 -0.01 0.00
H -4.848011 0.494498 -0.961994 0.00 0.01 0.00
H -3.269417 -0.702332 -2.544608 0.00 0.00 0.00
H -1.993610 0.394467 -2.039952 0.00 0.00 -0.01
H -4.684066 1.295699 -3.209324 0.00 0.00 -0.01
H -3.289225 0.960706 -4.193500 0.00 0.00 0.00
H -3.421733 3.172797 -2.079848 0.00 0.01 0.01
H -3.701508 3.360758 -3.790024 0.00 0.00 0.00
H -1.370468 2.572710 -4.150313 0.00 0.00 0.00
H 0.202023 4.228374 -4.356787 0.00 0.00 0.00
H 0.809537 4.890330 -2.891910 0.00 0.00 0.00
H -1.769792 3.793558 -0.842165 0.00 0.00 0.00
H -0.715984 5.129413 -1.132927 0.00 0.01 0.00
F 6.503856 1.754566 -0.277181 -0.01 -0.02 0.00
C 5.799901 1.651102 0.849114 -0.01 -0.02 0.00
F 6.269268 2.536865 1.726926 0.01 0.00 0.01
F 6.069122 0.411556 1.366489 0.01 0.02 0.00
C 4.321349 1.793037 0.625555 0.04 0.03 -0.05
C 3.511599 2.184616 1.688041 -0.03 0.01 0.03
C 2.142345 2.188340 1.542857 0.03 -0.01 0.07
C 1.548444 1.793930 0.321228 -0.18 -0.01 0.08
C 2.393504 1.468309 -0.766081 0.05 0.00 -0.02
C 3.763502 1.454331 -0.605405 -0.02 0.01 0.01
C 0.161367 1.717147 0.218313 0.07 0.00 -0.24
C -1.006235 1.140094 0.221818 0.05 0.01 0.09
H 3.959265 2.470383 2.631343 0.00 0.00 0.00
H 1.504125 2.474866 2.368486 0.00 0.01 0.00
H 1.950401 1.194115 -1.715158 0.00 0.00 0.00
H 4.406861 1.172679 -1.428375 0.00 0.00 0.00
C -0.837780 -7.246162 0.265401 0.00 0.00 0.01
C -1.051159 -5.810725 0.600053 0.00 -0.01 0.00
C -1.503430 -5.394041 1.856093 0.00 0.00 0.00
C -1.659161 -4.040839 2.093402 0.01 0.00 0.00
N -1.382758 -3.151695 1.139831 -0.01 0.01 0.01
C -0.944696 -3.646010 -0.027549 0.00 0.01 0.00
S -0.592242 -2.330130 -1.144337 0.01 -0.03 -0.04
N -0.770540 -4.903489 -0.349564 0.01 0.00 -0.01
H -1.472454 -7.894977 0.864949 0.00 0.00 0.00
H 0.202828 -7.509351 0.470503 0.00 0.00 -0.01
H -1.018665 -7.415718 -0.793214 0.00 0.00 0.00
H -1.730419 -6.115237 2.628239 0.00 0.00 0.00
H -2.002396 -3.654449 3.044836 0.00 0.00 0.00
```
Forces are in eV/Å.